1.
{"formula": "C5H6O2", "method": "wB97M-V/def2-TZVPD", "species": ["C", "O", "C", "C", "O", "C", "C", "H", "H", "H", "H", "H", "H"], "coordinates": [[-1.377, -0.371, -0.044], [-0.751, -0.915, 1.103], [0.449, -0.371, 1.271], [1.285, -0.035, 0.095], [0.890, -0.867, -1.002], [-0.300, -0.038, -1.082], [0.359, 1.066, -0.236], [-1.392, 0.746, 0.274], [-2.242, -1.004, -0.272], [0.797, -0.478, 2.303], [2.341, 0.124, 0.289], [-0.673, 0.080, -2.110], [0.613, 2.062, -0.590]], "forces_ev_per_angstrom": [[-0.152, 0.342, -0.052], [0.213, -0.108, 0.013], [0.018, 0.627, -0.109], [0.614, -0.257, -0.007], [-0.008, -0.326, -0.160], [-0.243, 0.187, 0.142], [0.932, -0.043, -0.041], [-1.968, -1.178, -0.052], [0.179, 0.381, -0.060], [0.009, 0.609, -0.351], [0.179, -0.332, -0.094], [0.124, 0.246, 0.346], [0.103, -0.149, 0.426]], "orbital_gap_ha": [0.3110, 0.3110], "e_above_lowest_kj_mol": 569.65, "e_homo_ha": [-0.2885, -0.2885]}

***

2.
{"formula": "C3H8N2", "method": "wB97M-V/def2-TZVPD", "species": ["H", "N", "C", "N", "H", "H", "H", "C", "C", "H", "H", "H", "H"], "coordinates": [[1.451, -1.396, -0.251], [1.605, -0.512, -0.746], [1.094, 0.268, 0.144], [1.368, 1.651, 0.232], [0.811, -0.154, 1.104], [1.307, 2.141, -0.652], [0.731, 2.072, 0.896], [-2.321, -0.185, -0.042], [-1.625, -1.312, 0.208], [-2.250, 0.564, 0.733], [-3.310, -0.208, -0.498], [-1.039, -1.338, 1.114], [-1.470, -2.157, -0.463]], "forces_ev_per_angstrom": [[0.164, -0.492, -1.102], [-1.207, 0.512, 1.324], [2.966, 0.422, 0.033], [-1.451, -0.796, -0.305], [-0.597, 0.301, 0.142], [0.266, -0.073, -0.079], [0.103, 0.229, -0.035], [-0.913, -1.748, 1.755], [0.151, 0.901, -0.607], [0.031, 0.363, 0.044], [0.740, 0.306, -1.231], [0.521, 0.043, -0.135], [-0.773, 0.033, 0.197]], "orbital_gap_ha": 0.3825, "e_above_lowest_kj_mol": 294.86, "e_homo_ha": -0.3496}

***

3.
{"formula": "C44H51BN8S4Ti", "method": "wB97M-V/def2-TZVPD", "species": ["Ti", "C", "C", "C", "C", "N", "N", "B", "N", "N", "C", "C", "C", "C", "C", "S", "C", "C", "C", "C", "N", "N", "C", "C", "C", "C", "C", "S", "C", "C", "C", "C", "C", "S", "C", "C", "C", "C", "H", "H", "H", "H", "H", "H", "H", "H", "H", "H", "H", "H", "H", "H", "H", "H", "H", "H", "H", "H", "H", "H", "H", "H", "H", "H", "H", "H", "H", "H", "H", "H", "H", "H", "H", "H", "H", "H", "H", "S", "C", "C", "C", "C", "C", "C", "C", "C", "C", "N", "H", "H", "H", "H", "H", "H", "C", "C", "C", "C", "C", "C", "C", "C", "N", "H", "H", "H", "H", "H", "H"], "coordinates": [[0.947, 2.979, -1.614], [-2.760, 0.382, -3.511], [-1.856, -0.306, -2.537], [-1.551, -1.624, -2.650], [-0.665, -2.239, -1.734], [-0.193, -1.572, -0.720], [-0.529, -0.274, -0.576], [0.119, 0.318, 0.718], [-0.745, 1.370, 1.440], [-1.790, 0.685, 1.941], [-2.626, 1.300, 2.732], [-2.397, 2.648, 3.091], [-1.367, 3.355, 2.551], [-1.141, 4.799, 2.883], [-0.528, 2.673, 1.622], [0.659, 3.603, 0.756], [-3.796, 0.501, 3.278], [-3.974, -0.795, 2.489], [-3.485, 0.179, 4.748], [-5.079, 1.336, 3.186], [0.557, -0.856, 1.672], [-0.100, -1.786, 2.350], [0.660, -2.684, 2.944], [2.078, -2.656, 2.823], [2.734, -1.702, 2.096], [4.215, -1.616, 1.911], [1.864, -0.769, 1.517], [2.039, 0.690, 0.567], [-0.010, -3.750, 3.796], [0.442, -3.555, 5.251], [0.422, -5.140, 3.303], [-1.529, -3.639, 3.718], [-1.255, 0.413, -1.461], [-1.448, 2.131, -1.346], [-0.264, -3.697, -1.875], [0.237, -3.951, -3.302], [0.838, -4.052, -0.880], [-1.509, -4.553, -1.595], [-3.146, -0.331, -4.236], [-2.224, 1.173, -4.038], [-3.598, 0.858, -3.000], [-1.972, -2.206, -3.460], [-3.067, 3.134, 3.789], [-1.820, 5.114, 3.672], [-1.308, 5.425, 2.006], [-0.116, 4.972, 3.209], [-3.079, -1.415, 2.522], [-4.202, -0.589, 1.441], [-4.807, -1.357, 2.913], [-2.565, -0.403, 4.835], [-4.300, -0.406, 5.176], [-3.377, 1.085, 5.349], [-5.277, 1.653, 2.160], [-5.051, 2.222, 3.822], [-5.924, 0.732, 3.518], [2.655, -3.417, 3.333], [4.734, -2.339, 2.537], [4.576, -0.618, 2.165], [4.484, -1.809, 0.870], [1.524, -3.652, 5.364], [-0.021, -4.315, 5.881], [0.144, -2.574, 5.628], [1.499, -5.298, 3.383], [0.126, -5.305, 2.266], [-0.060, -5.903, 3.915], [-1.883, -2.679, 4.095], [-1.970, -4.428, 4.328], [-1.891, -3.752, 2.694], [1.097, -3.320, -3.536], [-0.534, -3.775, -4.053], [0.550, -4.991, -3.398], [1.728, -3.437, -1.030], [1.117, -5.098, -1.014], [0.502, -3.914, 0.148], [-2.305, -4.361, -2.316], [-1.899, -4.360, -0.593], [-1.252, -5.611, -1.663], [0.847, 0.376, -5.195], [1.759, -0.555, -4.094], [1.952, 0.087, -2.907], [1.339, 1.377, -2.857], [0.701, 1.645, -4.055], [-0.007, 2.899, -4.326], [-0.698, 3.203, -5.488], [-1.329, 4.430, -5.598], [-1.252, 5.343, -4.553], [-0.544, 4.987, -3.429], [0.051, 3.791, -3.314], [2.133, -1.523, -4.390], [2.520, -0.349, -2.098], [-0.734, 2.486, -6.297], [-1.872, 4.680, -6.500], [-1.724, 6.313, -4.611], [-0.439, 5.659, -2.587], [2.205, 4.636, -1.709], [3.341, 3.684, -1.727], [3.827, 3.159, -2.939], [4.789, 2.175, -2.952], [5.287, 1.688, -1.740], [4.867, 2.230, -0.534], [3.894, 3.216, -0.530], [6.205, 0.574, -1.730], [6.887, -0.350, -1.735], [2.121, 5.247, -2.603], [2.158, 5.249, -0.810], [3.423, 3.524, -3.876], [5.146, 1.761, -3.885], [5.289, 1.870, 0.394], [3.556, 3.631, 0.412]], "forces_ev_per_angstrom": [[-0.162, -0.300, 0.565], [0.023, 0.017, 0.038], [-0.122, 0.111, -0.052], [0.025, -0.130, -0.062], [0.019, -0.013, 0.018], [-0.085, 0.111, -0.032], [0.236, -0.019, 0.265], [-0.057, 0.045, 0.024], [0.088, -0.334, -0.114], [0.020, 0.157, 0.040], [-0.008, -0.061, -0.012], [-0.092, 0.009, 0.076], [0.061, 0.119, -0.005], [-0.002, -0.054, -0.014], [-0.009, 0.136, 0.002], [0.101, -0.126, -0.077], [0.034, 0.045, -0.032], [-0.020, -0.033, -0.027], [0.007, -0.009, 0.023], [-0.030, -0.001, 0.007], [-0.340, 0.037, -0.064], [0.182, 0.041, -0.068], [-0.020, 0.000, 0.053], [0.000, -0.081, 0.093], [0.125, 0.049, -0.026], [-0.047, -0.004, 0.007], [0.032, 0.093, -0.070], [0.106, -0.154, 0.128], [0.036, 0.001, -0.075], [0.016, 0.014, 0.011], [0.003, -0.016, 0.018], [-0.049, -0.011, -0.005], [0.062, 0.053, -0.108], [0.132, 0.005, 0.028], [-0.029, 0.050, 0.023], [0.027, -0.030, -0.028], [0.037, -0.028, 0.017], [-0.008, -0.015, 0.001], [0.000, 0.007, 0.000], [-0.010, -0.015, 0.011], [0.009, -0.008, 0.020], [0.005, 0.002, 0.019], [0.008, -0.017, -0.002], [0.000, 0.000, -0.004], [0.000, -0.009, -0.006], [0.003, -0.013, 0.001], [-0.002, 0.012, 0.016], [-0.003, 0.007, 0.017], [0.009, 0.003, -0.006], [-0.014, 0.008, -0.010], [0.001, 0.010, -0.008], [0.006, -0.004, -0.013], [0.010, -0.012, 0.007], [0.006, -0.009, -0.007], [0.011, 0.003, 0.001], [-0.022, -0.010, -0.013], [-0.015, -0.010, -0.002], [-0.010, 0.000, -0.003], [-0.007, 0.018, -0.004], [-0.013, 0.000, -0.005], [-0.003, 0.007, -0.012], [0.001, -0.005, -0.005], [-0.012, 0.013, -0.002], [-0.009, 0.013, -0.017], [0.000, 0.009, -0.008], [0.018, -0.013, 0.005], [-0.016, 0.011, -0.012], [0.017, -0.002, 0.022], [-0.035, -0.051, 0.039], [0.005, 0.006, 0.011], [-0.011, 0.008, 0.013], [-0.015, -0.009, -0.013], [-0.001, 0.014, 0.008], [-0.005, -0.005, 0.021], [0.005, 0.008, 0.012], [0.010, -0.007, -0.013], [0.005, 0.014, -0.008], [-0.009, -0.151, -0.157], [0.053, 0.035, -0.048], [-0.064, 0.090, 0.064], [-0.032, -0.306, -0.151], [-0.051, 0.273, 0.009], [0.116, -0.117, 0.110], [0.001, -0.006, -0.102], [-0.014, 0.006, -0.033], [-0.018, 0.014, -0.037], [0.051, -0.103, 0.041], [-0.170, 0.253, -0.422], [0.006, 0.055, -0.016], [-0.005, 0.016, 0.024], [-0.007, 0.015, 0.001], [0.003, -0.006, 0.005], [-0.002, -0.005, -0.007], [-0.003, 0.011, 0.015], [0.222, 0.123, 0.095], [-0.254, 0.258, -0.024], [-0.078, -0.044, -0.048], [0.012, -0.030, 0.007], [0.160, -0.182, -0.024], [-0.065, 0.053, 0.062], [-0.018, -0.113, 0.122], [-0.104, 0.153, -0.124], [-0.014, 0.000, 0.066], [-0.012, -0.027, -0.041], [0.031, 0.032, -0.004], [0.017, 0.027, -0.002], [0.002, 0.005, 0.003], [-0.005, 0.007, 0.000], [0.031, 0.016, 0.001]], "orbital_gap_ha": 0.2630, "e_above_lowest_kj_mol": 22.48, "e_homo_ha": -0.4869, "charge": 2}

***

4.
{"formula": "C7H10O", "method": "wB97M-V/def2-TZVPD", "species": ["C", "C", "C", "C", "C", "C", "C", "O", "H", "H", "H", "H", "H", "H", "H", "H", "H", "H"], "coordinates": [[-0.975, 0.055, 0.239], [0.402, -2.150, -0.972], [-1.510, 1.461, 0.110], [0.717, -0.730, -0.728], [0.826, 0.314, 0.395], [1.153, 0.724, 1.645], [1.318, 0.464, -1.012], [2.069, 1.125, -1.704], [-1.412, -0.575, -0.531], [-1.128, -0.418, 1.205], [-0.538, -2.304, -1.516], [1.206, -2.562, -1.587], [0.360, -2.717, -0.040], [0.675, 0.316, 2.528], [1.805, 1.577, 1.769], [-2.602, 1.409, 0.034], [-1.228, 2.073, 0.964], [-1.138, 1.940, -0.797]], "forces_ev_per_angstrom": [[0.231, -0.277, -0.262], [-0.114, -0.081, -0.005], [0.118, -0.008, -0.005], [-0.414, 0.170, 0.090], [0.245, 0.221, 0.276], [-0.174, -0.011, -0.268], [0.167, 0.184, -0.029], [-0.226, -0.186, 0.210], [-0.026, -0.006, 0.013], [0.084, 0.026, 0.006], [0.067, 0.041, 0.040], [-0.037, 0.039, 0.043], [0.013, 0.036, -0.039], [-0.026, -0.017, -0.048], [0.005, -0.030, -0.030], [0.080, -0.035, 0.007], [0.005, -0.042, -0.021], [0.002, -0.022, 0.021]], "orbital_gap_ha": [0.2689, 0.2689], "e_above_lowest_kj_mol": 577.73, "e_homo_ha": [-0.2741, -0.2741]}

***

Please write out number 1 again, unchanged.
{"formula": "C5H6O2", "method": "wB97M-V/def2-TZVPD", "species": ["C", "O", "C", "C", "O", "C", "C", "H", "H", "H", "H", "H", "H"], "coordinates": [[-1.377, -0.371, -0.044], [-0.751, -0.915, 1.103], [0.449, -0.371, 1.271], [1.285, -0.035, 0.095], [0.890, -0.867, -1.002], [-0.300, -0.038, -1.082], [0.359, 1.066, -0.236], [-1.392, 0.746, 0.274], [-2.242, -1.004, -0.272], [0.797, -0.478, 2.303], [2.341, 0.124, 0.289], [-0.673, 0.080, -2.110], [0.613, 2.062, -0.590]], "forces_ev_per_angstrom": [[-0.152, 0.342, -0.052], [0.213, -0.108, 0.013], [0.018, 0.627, -0.109], [0.614, -0.257, -0.007], [-0.008, -0.326, -0.160], [-0.243, 0.187, 0.142], [0.932, -0.043, -0.041], [-1.968, -1.178, -0.052], [0.179, 0.381, -0.060], [0.009, 0.609, -0.351], [0.179, -0.332, -0.094], [0.124, 0.246, 0.346], [0.103, -0.149, 0.426]], "orbital_gap_ha": [0.3110, 0.3110], "e_above_lowest_kj_mol": 569.65, "e_homo_ha": [-0.2885, -0.2885]}